[1]
ORCA calculation (ωB97M-V/def2-TZVPD) on a 2-piece molecular cluster, C4H5NO overall.

Geometry (Å):
C: 0.460 -2.118 -0.279
C: -0.467 -1.381 -0.056
C: -1.609 -0.514 0.241
O: -2.395 -0.157 -0.602
H: 1.272 -2.780 -0.493
H: -1.707 -0.224 1.300
C: 1.081 1.353 0.323
N: 0.085 1.725 1.015
H: 0.940 1.179 -0.748
H: 2.089 1.175 0.719
H: 0.346 1.844 1.997

For the HOMO energy, the calculation gives -10.337 eV. The SMILES is C#CC=O.C=N. The gap between HOMO and LUMO is 10.56 eV. The energy relative to the best compared isomer or geometry (same formula, charge and spin) is 334.1 kJ/mol. Its electronic energy is -7763.06382 eV. For the largest force on an atom, the calculation gives 0.6 eV/Å.

---

[2]
ORCA calculation (ωB97M-V/def2-TZVPD) on C37H44ClIN4O6PPtS as an isolated structure.

Geometry (Å):
Pt: -0.321 -0.393 0.188
Cl: 5.424 0.988 3.646
C: 3.793 0.614 3.214
C: 2.883 0.289 4.183
C: 1.555 -0.046 3.865
I: 0.206 -0.549 5.353
C: 1.137 -0.082 2.551
O: -0.068 -0.473 2.173
C: 2.070 0.328 1.557
N: 1.586 0.382 0.277
C: 2.356 0.802 -0.704
C: 3.703 1.123 -0.490
C: 4.229 1.037 0.771
C: 3.403 0.666 1.854
H: 3.195 0.282 5.219
H: 1.900 0.915 -1.679
H: 4.305 1.435 -1.330
H: 5.267 1.278 0.955
O: -0.691 -0.344 -1.774
C: -0.629 0.727 -2.567
C: -0.497 0.473 -3.939
C: -0.428 1.504 -4.846
C: -0.506 2.830 -4.422
C: -0.673 3.097 -3.085
C: -0.744 2.066 -2.139
C: -0.974 2.386 -0.742
N: -0.839 1.574 0.296
C: -1.124 2.261 1.454
C: -1.449 3.529 1.108
N: -1.351 3.589 -0.265
H: -0.466 -0.560 -4.260
H: -0.312 1.281 -5.898
H: -0.446 3.639 -5.136
H: -0.747 4.129 -2.765
H: -1.091 1.784 2.418
H: -1.741 4.377 1.700
H: -1.562 4.389 -0.837
C: -6.791 2.707 2.691
C: -6.303 2.223 1.354
C: -7.150 1.522 0.501
C: -6.704 1.060 -0.728
C: -5.393 1.301 -1.109
C: -4.538 2.018 -0.285
C: -4.997 2.474 0.938
S: -4.774 0.591 -2.607
O: -5.912 0.177 -3.367
O: -3.780 1.477 -3.145
N: -3.953 -0.760 -2.167
C: -4.638 -1.777 -1.382
C: -4.446 -1.621 0.134
C: -2.988 -1.674 0.540
O: -2.489 -2.643 1.062
O: -2.337 -0.561 0.256
H: -7.506 2.008 3.123
H: -7.294 3.671 2.592
H: -5.966 2.832 3.390
H: -8.172 1.332 0.803
H: -7.361 0.518 -1.396
H: -3.523 2.202 -0.605
H: -4.330 3.027 1.588
H: -3.021 -0.531 -1.832
H: -4.290 -2.763 -1.701
H: -5.700 -1.719 -1.620
H: -4.960 -2.430 0.649
H: -4.864 -0.663 0.444
C: 0.460 -5.581 0.419
C: -0.402 -4.323 0.235
C: -1.572 -4.663 -0.701
P: 0.507 -2.789 -0.281
C: 2.142 -2.808 0.602
C: 3.250 -3.731 0.090
C: 1.902 -3.023 2.103
C: 0.797 -2.913 -2.109
C: 1.796 -1.883 -2.629
C: 1.215 -4.299 -2.614
H: -0.222 -6.402 0.642
H: 1.155 -5.511 1.249
H: 1.016 -5.855 -0.473
H: -0.809 -4.035 1.208
H: -1.224 -5.070 -1.649
H: -2.213 -3.814 -0.900
H: -2.181 -5.429 -0.222
H: 2.507 -1.793 0.448
H: 2.986 -4.784 0.139
H: 4.128 -3.584 0.721
H: 3.544 -3.499 -0.931
H: 1.805 -4.081 2.337
H: 1.003 -2.526 2.464
H: 2.755 -2.643 2.669
H: -0.186 -2.670 -2.524
H: 2.819 -2.137 -2.352
H: 1.560 -0.891 -2.266
H: 1.746 -1.850 -3.718
H: 2.171 -4.613 -2.199
H: 1.332 -4.239 -3.697
H: 0.482 -5.071 -2.413

For the HOMO energy, the calculation gives -10.830 eV. The gap between HOMO and LUMO is 7.24 eV. The energy relative to the best compared isomer or geometry (same formula, charge and spin) is 61.1 kJ/mol. Its electronic energy is -101319.30173 eV. Its net charge is +1. For the largest force on an atom, the calculation gives 0.9 eV/Å.